83
Properties=species:S:1:pos:R:3:lowdin_charge:R:1 method="wB97M-V/def2-TZVPD" fmax_ev_per_a=2.3 energy_ev=-50833.112 total_charge=+1 gap_ev=4.91
C -5.16 2.58 2.55 -0.048
C -4.30 1.49 1.98 -0.261
C -3.76 0.50 2.81 -0.006
C -2.85 -0.46 2.32 -0.195
C -2.45 -1.58 3.25 -0.040
C -2.44 -0.36 0.97 -0.131
C -1.35 -1.23 0.38 -0.270
C -1.94 -2.49 -0.29 -0.033
C -0.19 -1.76 1.32 -0.125
C 0.55 -0.81 2.21 0.143
C 1.84 -0.43 1.71 -0.152
C 2.08 0.89 1.21 -0.169
C 0.92 1.76 0.78 -0.008
C 3.40 1.32 1.10 0.020
C 4.48 0.43 1.24 -0.265
C 5.89 0.90 1.38 -0.027
C 4.21 -0.94 1.32 -0.069
C 2.93 -1.39 1.65 -0.278
C 2.67 -2.81 2.07 -0.055
C -3.17 0.47 0.08 -0.205
C -3.03 0.36 -1.41 -0.035
C -4.03 1.43 0.61 -0.002
H -5.52 3.24 1.75 0.079
H -6.02 2.16 3.08 0.087
H -4.59 3.18 3.27 0.087
H -4.08 0.44 3.85 0.117
H -2.75 -2.56 2.84 0.095
H -1.37 -1.62 3.47 0.048
H -2.96 -1.45 4.22 0.084
H -0.84 -0.62 -0.39 0.128
H -2.78 -2.28 -0.96 0.073
H -1.15 -2.98 -0.88 0.093
H -2.31 -3.21 0.47 0.093
H -0.50 -2.72 1.80 0.139
H 0.59 -2.03 0.58 0.124
H 0.07 -0.25 3.01 0.101
H 1.21 2.82 0.69 0.095
H 0.54 1.44 -0.20 0.098
H 0.07 1.69 1.48 0.090
H 3.62 2.37 0.91 0.136
H 6.50 0.16 1.91 0.076
H 6.36 1.08 0.40 0.100
H 5.92 1.84 1.95 0.097
H 5.04 -1.65 1.26 0.133
H 3.58 -3.31 2.46 0.094
H 1.91 -2.84 2.87 0.084
H 2.30 -3.40 1.22 0.099
H -3.72 1.06 -1.89 0.085
H -2.02 0.60 -1.77 0.085
H -3.29 -0.64 -1.77 0.071
H -4.53 2.12 -0.08 0.122
C -1.26 0.56 5.77 -0.077
C -0.75 -0.61 6.58 -0.394
C -1.28 -0.51 8.01 -0.078
C 0.80 -0.67 6.63 -0.323
C 1.28 -1.67 7.67 -0.146
C 2.78 -1.69 7.83 -0.127
N 3.40 -1.57 6.52 -0.043
C 4.77 -1.87 6.36 -0.231
C 5.19 -1.63 5.06 -0.424
C 6.51 -1.86 4.68 -0.074
C 7.43 -2.23 5.67 -0.077
C 7.02 -2.39 7.00 -0.067
C 5.68 -2.21 7.37 0.000
S 3.93 -0.85 4.17 1.187
C 2.73 -1.09 5.42 -0.532
N 1.45 -0.82 5.29 0.090
H -0.88 1.50 6.17 0.093
H -0.97 0.50 4.72 0.046
H -2.35 0.61 5.80 0.074
H -1.11 -1.55 6.13 0.134
H -0.81 0.33 8.52 0.096
H -2.36 -0.36 8.04 0.083
H -1.08 -1.42 8.58 0.073
H 1.10 0.33 7.05 0.160
H 0.88 -1.40 8.64 0.108
H 0.92 -2.68 7.42 0.139
H 3.12 -0.85 8.45 0.145
H 3.11 -2.64 8.27 0.131
H 6.78 -1.71 3.64 0.098
H 8.48 -2.38 5.41 0.109
H 7.76 -2.65 7.76 0.113
H 5.36 -2.30 8.41 0.113